Formula: C27H43IN4O6Re
Source: the Open Molecules 2025 dataset
Level of theory: ωB97M-V with the def2-TZVPD basis set

Geometry as XYZ:
```
82
C27H43IN4O6Re | the Open Molecules 2025 dataset | ωB97M-V with the def2-TZVPD basis set
Re 0.654 0.646 -0.112
C -2.480 -0.812 3.091
C -2.035 -0.384 1.698
C -1.865 -1.584 0.767
C -2.885 -1.735 -0.394
C -4.193 -0.968 -0.192
C -3.215 -3.199 -0.668
N -2.264 -1.111 -1.645
C -1.167 -1.826 -2.377
C -0.077 -2.501 -1.555
N 1.080 -1.664 -1.115
C 1.860 -1.360 -2.352
C 2.035 0.116 -2.610
O 2.242 0.609 -3.667
O 1.935 0.869 -1.471
C 1.975 -2.488 -0.164
C 1.812 -4.006 -0.259
C 1.906 -2.047 1.297
C 2.783 -0.853 1.725
C 4.059 -0.705 0.895
C 3.194 -1.048 3.184
N 2.016 0.449 1.520
C 1.349 1.066 2.720
C -0.014 0.457 2.935
N -0.820 0.566 1.691
C -1.448 1.916 1.548
C -1.912 1.982 0.088
O -2.875 2.548 -0.317
O -1.165 1.160 -0.717
H -3.448 -1.304 2.995
H -2.618 0.031 3.765
H -1.802 -1.530 3.552
H -2.843 0.230 1.314
H -1.886 -2.510 1.346
H -0.862 -1.512 0.355
H -4.632 -1.222 0.772
H -4.915 -1.258 -0.956
H -4.071 0.114 -0.243
H -3.809 -3.578 0.163
H -2.341 -3.840 -0.760
H -3.819 -3.304 -1.570
H -3.021 -0.974 -2.318
H -1.949 -0.149 -1.378
H -0.756 -1.105 -3.086
H -1.652 -2.608 -2.961
H 0.306 -3.293 -2.201
H -0.498 -3.008 -0.697
H 1.404 -1.796 -3.239
H 2.864 -1.782 -2.294
H 2.985 -2.285 -0.507
H 0.897 -4.371 0.207
H 2.645 -4.457 0.277
H 1.865 -4.378 -1.281
H 2.240 -2.899 1.891
H 0.868 -1.878 1.595
H 4.618 -1.640 0.877
H 4.707 0.045 1.349
H 3.863 -0.396 -0.133
H 3.868 -1.902 3.239
H 2.346 -1.261 3.837
H 3.736 -0.187 3.572
H 2.710 1.155 1.257
H 1.281 2.132 2.514
H 1.962 0.936 3.607
H -0.511 0.954 3.771
H 0.081 -0.598 3.188
H -0.742 2.713 1.766
H -2.308 2.020 2.211
I -0.620 6.340 -5.598
C -0.184 5.495 -3.750
C -0.388 6.229 -2.587
C -0.092 5.663 -1.362
C 0.396 4.356 -1.282
C 0.606 3.638 -2.455
C 0.321 4.201 -3.686
C 0.653 3.847 0.087
O 0.602 4.545 1.067
O 0.936 2.527 0.339
H -0.770 7.238 -2.637
H -0.242 6.224 -0.451
H 1.030 2.655 -2.431
H 0.509 3.644 -4.593
```

Summary:
HOMO energy (spin up / spin down), eV: -12.561 / -12.556
Max |F|, eV/A: 1.07
Spin multiplicity: 2
⟨S²⟩: 0.764
Gap between HOMO and LUMO (spin up / spin down), eV: 5.215 / 5.539
Charge: +2
Relative energy (zero: lowest compared OMol25 entry of this formula, charge and spin), kJ/mol: 0.0

---

Formula: C24H22Cl5N2O7Re
Source: the Open Molecules 2025 dataset
Level of theory: ωB97M-V with the def2-TZVPD basis set

Geometry as XYZ:
```
61
C24H22Cl5N2O7Re | the Open Molecules 2025 dataset | ωB97M-V with the def2-TZVPD basis set
Re 1.127 0.693 0.073
O 1.804 -1.616 3.201
C 1.783 -0.572 2.642
O 1.973 -0.490 1.277
C 1.613 0.791 3.287
C 2.556 1.806 2.619
C 2.662 3.090 3.428
C 1.279 3.745 3.186
C 0.603 2.732 2.276
O 1.734 2.232 1.478
C 0.211 1.465 3.045
C -0.812 0.622 2.282
O -1.746 0.125 2.846
O -0.630 0.474 0.963
H 1.810 0.676 4.349
H 3.489 1.398 2.242
H 2.865 2.880 4.476
H 3.468 3.711 3.044
H 0.707 3.890 4.101
H 1.374 4.708 2.690
H -0.149 3.118 1.592
H -0.254 1.698 3.999
Cl 4.250 4.460 -5.127
C 3.232 3.812 -3.916
C 3.704 2.790 -3.094
Cl 5.285 2.162 -3.262
C 2.857 2.287 -2.119
Cl 3.378 1.005 -1.051
C 1.566 2.758 -1.934
O 0.788 2.246 -0.966
C 1.102 3.784 -2.753
Cl -0.489 4.360 -2.511
C 1.934 4.306 -3.742
Cl 1.359 5.561 -4.748
C -3.215 -5.109 1.106
C -3.743 -4.621 -0.233
N -2.974 -3.485 -0.756
C -3.642 -2.186 -0.793
C -3.909 -1.609 0.587
C -1.802 -3.777 -1.353
O -1.388 -4.912 -1.525
C -0.898 -2.656 -1.813
C -0.342 -2.735 -3.082
C 0.585 -1.783 -3.473
C 0.978 -0.824 -2.568
N 0.470 -0.757 -1.321
C -0.472 -1.655 -0.963
H -3.821 -5.941 1.466
H -3.243 -4.316 1.854
H -2.189 -5.459 1.003
H -4.779 -4.293 -0.150
H -3.703 -5.425 -0.968
H -4.585 -2.315 -1.332
H -3.046 -1.497 -1.389
H -4.558 -2.265 1.168
H -4.411 -0.645 0.497
H -2.990 -1.457 1.153
H -0.633 -3.544 -3.738
H 1.025 -1.794 -4.460
H 1.724 -0.090 -2.831
H -0.869 -1.558 0.037
```

Summary:
HOMO energy (spin up / spin down), eV: -11.715 / -11.715
Max |F|, eV/A: 0.58
Spin multiplicity: 2
⟨S²⟩: 0.754
Gap between HOMO and LUMO (spin up / spin down), eV: 6.971 / 7.204
Charge: +1
Relative energy (zero: lowest compared OMol25 entry of this formula, charge and spin), kJ/mol: 0.0

---

Formula: C12H17N3NbO6SSe
Source: the Open Molecules 2025 dataset
Level of theory: ωB97M-V with the def2-TZVPD basis set

Geometry as XYZ:
```
41
C12H17N3NbO6SSe | the Open Molecules 2025 dataset | ωB97M-V with the def2-TZVPD basis set
Nb -0.350 -0.034 -1.263
O 5.439 -2.146 -0.892
C 4.243 -1.916 -1.508
O 3.774 -0.827 -1.680
C 3.471 -3.204 -1.730
O 2.104 -3.028 -1.399
C 1.265 -3.295 -2.493
C -0.130 -3.159 -1.894
O -0.893 -4.067 -1.705
O -0.419 -1.931 -1.564
H 5.952 -1.294 -0.998
H 3.984 -3.950 -1.117
H 3.563 -3.486 -2.781
H 1.461 -4.258 -2.992
H 1.367 -2.528 -3.300
Se 0.993 0.546 -3.062
C -0.128 3.470 -0.980
N -1.432 3.142 -0.273
C -1.892 4.229 0.613
C -2.241 2.180 -0.564
O -1.960 1.133 -1.227
H -0.107 4.581 -1.071
H -0.107 3.000 -1.969
H 0.712 3.163 -0.311
H -1.513 4.065 1.621
H -2.966 4.234 0.720
H -1.561 5.197 0.232
H -3.277 2.238 -0.132
C -3.438 -0.353 2.031
C -2.021 -0.265 2.390
C -1.538 -0.228 3.714
C -0.174 -0.020 3.953
N 0.671 0.321 2.935
C 0.169 0.125 1.718
S 1.378 0.213 0.355
N -1.128 -0.197 1.395
H -3.745 -1.380 2.328
H -3.493 -0.267 0.923
H -4.088 0.389 2.527
H -2.259 -0.341 4.520
H 0.311 -0.056 4.933
```

Summary:
HOMO energy (spin up / spin down), eV: -12.104 / -12.105
Max |F|, eV/A: 3.67
Spin multiplicity: 1
Gap between HOMO and LUMO (spin up / spin down), eV: 7.951 / 7.952
Charge: +1
Relative energy (zero: lowest compared OMol25 entry of this formula, charge and spin), kJ/mol: 14.2

---

Formula: C53H103BN5O9
Source: the Open Molecules 2025 dataset
Level of theory: ωB97M-V with the def2-TZVPD basis set

Geometry as XYZ:
```
171
C53H103BN5O9 | the Open Molecules 2025 dataset | ωB97M-V with the def2-TZVPD basis set
C 3.794 5.477 1.861
C 3.555 4.837 0.732
C 3.403 3.355 0.642
C 2.567 2.928 -0.521
C 3.211 2.367 -1.601
C 2.541 1.945 -2.721
B 3.450 1.376 -3.903
N 3.393 0.065 -4.456
O 4.392 2.266 -4.294
N 1.190 2.099 -2.753
C 0.508 1.664 -3.984
C 0.270 0.169 -4.086
O 0.644 -0.252 -5.378
C 0.488 2.656 -1.716
C -0.989 2.783 -1.865
C -1.772 1.455 -1.897
C -1.305 0.340 -1.005
C -1.826 -1.030 -1.405
C -1.239 -2.098 -0.483
C -0.555 -3.232 -1.233
C 0.955 -3.097 -1.328
C 1.670 -2.932 -0.009
C 3.147 -3.227 -0.065
C 3.883 -2.400 -1.093
C 1.187 3.091 -0.560
C 0.535 3.756 0.619
C -0.220 2.859 1.586
C -0.301 3.523 2.951
C 0.848 3.164 3.877
N 0.594 1.973 4.702
C 1.264 0.789 4.519
N 1.367 -0.016 5.493
N 1.729 0.577 3.187
H 3.888 6.543 1.862
H 3.889 4.937 2.783
H 3.486 5.382 -0.191
H 2.939 2.989 1.546
H 4.371 2.883 0.546
H 4.276 2.258 -1.576
H 2.868 -0.616 -3.933
H 3.140 -0.007 -5.430
H 4.793 2.056 -5.141
H -0.443 2.150 -4.038
H 1.070 2.015 -4.832
H -0.778 -0.029 -3.937
H 0.787 -0.363 -3.295
H 0.775 -1.206 -5.347
H -1.187 3.267 -2.809
H -1.354 3.459 -1.117
H -1.817 1.100 -2.911
H -2.793 1.695 -1.637
H -1.623 0.512 0.008
H -0.219 0.266 -1.004
H -2.901 -1.049 -1.353
H -1.468 -1.232 -2.408
H -0.541 -1.617 0.186
H -2.045 -2.497 0.098
H -0.944 -3.294 -2.237
H -0.776 -4.167 -0.740
H 1.340 -3.998 -1.793
H 1.222 -2.282 -1.992
H 1.575 -1.910 0.344
H 1.205 -3.552 0.746
H 3.589 -3.017 0.899
H 3.318 -4.273 -0.287
H 4.922 -2.680 -1.164
H 3.835 -1.345 -0.854
H 3.461 -2.526 -2.081
H -0.145 4.515 0.258
H 1.284 4.297 1.166
H -1.219 2.711 1.210
H 0.265 1.902 1.655
H -1.216 3.235 3.445
H -0.359 4.596 2.823
H 0.973 3.983 4.565
H 1.771 3.050 3.327
H 0.662 2.224 5.674
H 1.838 -0.866 5.208
H 1.234 -0.196 2.769
H 2.715 0.375 3.201
C -4.972 -5.163 -2.700
C -5.261 -4.251 -3.894
C -5.228 -2.874 -3.247
O -4.292 -2.965 -2.163
C -3.962 -4.334 -1.917
H -4.586 -6.143 -2.976
H -5.880 -5.309 -2.111
H -4.464 -4.339 -4.636
H -6.204 -4.456 -4.389
H -6.209 -2.602 -2.843
H -4.908 -2.089 -3.930
H -2.942 -4.523 -2.270
H -3.993 -4.516 -0.842
C -8.291 -1.153 -7.134
C -6.901 -0.957 -7.742
C -6.002 -1.415 -6.600
O -6.728 -2.422 -5.895
C -8.093 -2.428 -6.325
H -9.085 -1.244 -7.872
H -8.534 -0.318 -6.474
H -6.775 -1.608 -8.608
H -6.697 0.066 -8.053
H -5.784 -0.589 -5.912
H -5.056 -1.837 -6.944
H -8.265 -3.318 -6.940
H -8.738 -2.485 -5.449
C 3.253 -4.283 -7.022
C 2.156 -5.343 -6.887
C 1.362 -4.824 -5.695
O 1.476 -3.395 -5.741
C 2.488 -3.013 -6.679
H 3.709 -4.243 -8.008
H 4.041 -4.462 -6.288
H 1.533 -5.354 -7.782
H 2.538 -6.349 -6.726
H 1.784 -5.180 -4.749
H 0.308 -5.095 -5.727
H 1.996 -2.582 -7.557
H 3.104 -2.242 -6.212
C -3.257 4.494 6.677
C -2.586 3.618 7.740
C -1.226 3.373 7.110
O -0.921 4.530 6.322
C -2.089 5.344 6.190
H -4.082 5.093 7.057
H -3.635 3.871 5.862
H -2.473 4.170 8.675
H -3.123 2.696 7.954
H -1.255 2.505 6.448
H -0.444 3.223 7.855
H -1.967 6.240 6.808
H -2.189 5.655 5.149
C 1.410 2.943 12.233
C 2.185 2.342 11.059
C 1.058 1.990 10.095
O 0.027 2.956 10.318
C 0.297 3.694 11.513
H 2.008 3.591 12.870
H 0.991 2.148 12.853
H 2.840 3.095 10.617
H 2.791 1.479 11.327
H 0.657 0.992 10.299
H 1.363 2.029 9.049
H 0.614 4.706 11.239
H -0.620 3.766 12.097
C -4.982 -1.508 3.535
C -4.167 -0.244 3.263
C -2.955 -0.811 2.536
O -3.416 -1.960 1.820
C -4.731 -2.310 2.265
H -6.039 -1.321 3.711
H -4.578 -2.034 4.403
H -4.726 0.428 2.606
H -3.894 0.305 4.159
H -2.179 -1.120 3.242
H -2.520 -0.101 1.831
H -5.449 -2.049 1.481
H -4.772 -3.387 2.425
C 7.802 0.131 -1.761
C 7.470 -0.826 -2.907
C 8.503 -1.927 -2.698
O 8.740 -1.982 -1.292
C 8.170 -0.846 -0.649
H 6.980 0.792 -1.487
H 8.662 0.750 -2.024
H 6.458 -1.219 -2.782
H 7.536 -0.372 -3.895
H 9.443 -1.690 -3.207
H 8.164 -2.905 -3.040
H 7.280 -1.164 -0.092
H 8.892 -0.440 0.059
```

Summary:
HOMO energy, eV: -10.672
Max |F|, eV/A: 1.00
Spin multiplicity: 1
Gap between HOMO and LUMO, eV: 7.710
Charge: +1

---

Formula: C15H25NO10
Source: the Open Molecules 2025 dataset
Level of theory: ωB97M-V with the def2-TZVPD basis set

Geometry as XYZ:
```
51
C15H25NO10 | the Open Molecules 2025 dataset | ωB97M-V with the def2-TZVPD basis set
C -0.806 -2.535 -1.434
C 0.769 -2.640 -1.911
C 1.177 -1.592 -3.115
C 0.868 0.000 -2.703
O -0.551 0.285 -3.013
C -1.078 1.391 -2.199
O -0.303 2.313 -1.562
O -2.551 1.593 -2.047
C -3.013 0.886 -0.843
C -3.811 -0.518 -1.117
O -3.695 -1.471 -0.150
N -4.698 -0.846 -2.296
C -3.959 -0.839 -3.615
C -5.172 -2.307 -2.147
H -1.133 -1.464 -1.077
H -1.475 -2.958 -2.307
H -0.972 -3.258 -0.500
H 1.488 -2.548 -0.976
H 0.899 -3.729 -2.366
H 0.620 -1.854 -4.115
H 2.341 -1.673 -3.279
H 1.509 0.747 -3.337
H 1.097 0.049 -1.535
H -3.642 1.655 -0.187
H -2.033 0.607 -0.221
H -3.689 0.244 -4.004
H -3.033 -1.563 -3.555
H -4.711 -1.299 -4.419
H -4.243 -3.057 -2.149
H -5.821 -2.638 -3.091
H -5.875 -2.458 -1.213
C 2.201 0.351 1.718
C 3.615 0.476 1.250
O 4.069 -0.863 1.226
C 2.964 -1.655 1.101
O 2.997 -2.854 0.879
O 1.818 -0.930 1.257
H 1.553 1.125 1.297
H 2.119 0.373 2.810
H 3.685 0.892 0.239
H 4.225 1.081 1.926
C 1.901 3.900 5.625
C 3.315 4.025 5.157
O 3.769 2.685 5.133
C 2.664 1.894 5.009
O 2.697 0.695 4.787
O 1.518 2.618 5.164
H 1.253 4.674 5.204
H 1.819 3.922 6.717
H 3.385 4.441 4.147
H 3.925 4.630 5.834
```

Summary:
HOMO energy, eV: -9.641
Max |F|, eV/A: 9.03
Spin multiplicity: 1
Gap between HOMO and LUMO, eV: 9.935
Charge: 0
Relative energy (zero: lowest compared OMol25 entry of this formula, charge and spin), kJ/mol: 676.3
Structure (SMILES): CCCCOC(=O)OCC(=O)N(C)C.O=C1OCCO1.O=C1OCCO1

---

Question: Which of these has the lowest max |F|?
Answer: C24H22Cl5N2O7Re